Entry 1:
# C19H38Cl5F6KMgN4O8PS3

C19H38Cl5F6KMgN4O8PS3 as an isolated structure at a distorted geometry (ωB97M-V with the def2-TZVPD basis set, OMol25).

Calculated values
DFT total energy = -6803.00384 hartree
net charge = +1

Each line ends with the Löwdin charge.
Cartesian coordinates (Å):
C1 1.92 1.60 -0.14  -0.159
C2 2.83 2.18 -1.40  -0.294
N1 3.91 1.13 -1.73  0.036
C3 4.14 0.78 -3.19  -0.241
O1 5.06 0.02 -3.78  -0.048
C4 2.91 1.65 -3.91  -0.224
C5 3.15 2.22 -5.43  -0.136
C6 3.83 3.71 -5.51  -0.419
C7 5.05 3.98 -4.45  -0.483
S1 4.49 5.16 -3.06  0.634
C8 2.05 2.56 -2.82  -0.272
P1 0.20 2.03 -2.98  0.841
O2 -0.64 3.37 -3.26  -0.501
H1 2.49 1.69 0.90  0.044
H2 1.59 0.48 -0.28  0.047
H3 0.96 2.26 -0.04  0.049
H4 3.33 3.15 -0.91  0.129
H5 4.78 1.35 -1.15  0.141
H6 2.13 0.77 -4.11  0.094
H7 3.74 1.39 -6.05  0.144
H8 2.07 2.29 -5.94  0.126
H9 3.06 4.61 -5.45  -0.109
H10 4.32 3.79 -6.60  0.063
H11 5.90 4.59 -5.04  0.057
H12 5.58 3.01 -4.04  0.102
H13 3.31 5.83 -3.53  -0.211
H14 1.99 3.71 -3.04  0.084
H15 -0.03 1.19 -4.17  0.044
H16 -0.32 1.36 -1.81  0.029
N2 2.14 8.42 -3.46  0.330
H17 2.35 8.05 -4.39  0.072
H18 3.00 8.72 -3.00  0.174
H19 1.50 9.22 -3.55  0.172
H20 1.69 7.69 -2.89  0.165
C9 2.66 -1.55 2.13  -0.989
Cl1 1.04 -0.83 2.22  0.574
Cl2 3.81 -0.43 1.40  0.539
H21 2.99 -1.79 3.14  0.025
H22 2.61 -2.46 1.53  0.031
C10 3.59 -4.42 -4.78  -0.060
C11 2.08 -4.51 -4.92  -0.209
O3 1.43 -3.94 -3.77  0.017
C12 1.28 -2.57 -3.78  -0.314
O4 1.65 -1.85 -4.70  0.129
C13 0.53 -2.11 -2.53  -0.457
F1 0.99 -2.71 -1.39  0.145
F2 -0.80 -2.38 -2.59  0.158
F3 0.64 -0.77 -2.32  0.077
H23 3.92 -4.87 -3.84  0.085
H24 4.08 -4.92 -5.62  0.084
H25 3.92 -3.37 -4.76  0.077
H26 1.78 -5.56 -4.96  0.128
H27 1.73 -4.04 -5.84  0.126
N3 -3.43 -2.94 0.75  -0.295
S2 -2.87 -1.81 1.68  0.499
O5 -1.92 -2.20 2.72  -0.365
O6 -3.75 -0.69 2.01  -0.308
F4 -1.87 -1.09 0.65  -0.218
S3 -4.42 -3.89 1.52  0.494
O7 -4.72 -5.13 0.81  -0.313
O8 -5.56 -3.29 2.20  -0.328
F5 -3.54 -4.43 2.74  -0.238
Cl3 4.49 6.00 -6.62  -0.137
K1 2.21 6.17 -5.83  0.600
Cl4 -5.90 -6.47 4.41  0.603
C14 -6.86 -5.41 5.48  -0.623
C15 -5.98 -4.48 6.30  -0.641
Cl5 -5.04 -5.36 7.53  0.555
H28 -7.49 -6.05 6.11  0.074
H29 -7.52 -4.82 4.83  0.094
H30 -6.61 -3.76 6.84  0.084
H31 -5.29 -3.92 5.67  0.006
C16 -5.17 -0.82 9.43  -0.108
C17 -4.04 -0.06 8.74  -0.272
C18 -4.36 0.30 7.29  -0.159
C19 -4.58 -0.97 6.49  -0.076
N4 -4.77 -2.03 5.82  0.161
H32 -5.35 -1.79 8.94  0.051
H33 -4.91 -1.03 10.47  0.081
H34 -6.10 -0.25 9.41  0.090
H35 -3.12 -0.66 8.79  0.091
H36 -3.85 0.87 9.30  0.120
H37 -3.53 0.86 6.85  0.129
H38 -5.26 0.92 7.23  0.131
Mg1 -2.77 -4.01 7.59  1.016
F6 -0.56 3.33 -0.53  -0.442


Entry 2:
# C19H38NO3P3Tc

C19H38NO3P3Tc as an isolated structure at a distorted geometry (ωB97M-V with the def2-TZVPD basis set, OMol25).

Calculated values
DFT total energy = -2130.39405 hartree
net charge = +4
multiplicity = 4

Each line ends with the Löwdin spin population.
Cartesian coordinates (Å):
P1 2.60 -0.69 0.01  0.089
C1 3.46 -0.97 1.69  0.002
H1 4.54 -1.00 1.57  0.001
H2 3.16 -1.92 2.12  0.000
H3 3.23 -0.18 2.40  0.000
C2 3.40 -2.25 -0.72  0.024
H4 3.42 -2.23 -1.81  0.001
H5 2.85 -3.13 -0.40  0.000
H6 4.44 -2.35 -0.39  0.003
C3 3.87 0.64 -0.50  0.010
H7 4.88 0.24 -0.48  0.002
H8 3.83 1.48 0.20  0.000
H9 3.68 1.04 -1.49  0.000
P2 -0.71 2.55 -0.46  0.086
C4 -0.80 3.75 1.02  -0.005
H10 -1.32 4.67 0.75  0.000
H11 0.19 4.03 1.36  0.000
H12 -1.34 3.31 1.86  0.000
C5 0.21 3.85 -1.51  0.030
H13 0.13 3.65 -2.57  0.000
H14 1.26 3.87 -1.23  0.000
H15 -0.20 4.84 -1.34  0.004
C6 -2.51 2.89 -0.95  0.019
H16 -2.67 3.96 -1.13  0.003
H17 -3.18 2.59 -0.15  0.000
H18 -2.81 2.36 -1.85  0.000
P3 -1.89 -1.91 0.01  0.086
C7 -2.80 -2.29 1.64  -0.003
H19 -3.36 -3.22 1.57  0.000
H20 -3.51 -1.50 1.88  0.000
H21 -2.11 -2.39 2.47  0.000
C8 -3.52 -1.95 -0.97  0.017
H22 -4.18 -2.74 -0.60  0.003
H23 -3.36 -2.14 -2.03  0.000
H24 -4.04 -1.00 -0.86  0.000
C9 -1.32 -3.72 -0.17  0.027
H25 -2.18 -4.39 -0.18  0.004
H26 -0.69 -4.00 0.68  0.000
H27 -0.75 -3.89 -1.08  0.000
Tc1 0.00 0.00 0.00  1.960
C10 1.12 1.32 1.33  0.016
O1 1.70 1.98 2.04  0.001
C11 -1.63 0.58 1.33  0.014
O2 -2.45 0.90 2.05  -0.001
C12 -1.25 -0.32 -3.35  0.102
C13 -0.59 -1.50 -3.32  0.045
C14 0.73 -1.57 -3.14  0.102
C15 1.42 -0.43 -3.38  0.126
C16 0.83 0.77 -3.40  0.035
C17 -0.51 0.77 -3.57  0.084
H28 -2.32 -0.27 -3.49  0.002
H29 -1.14 -2.42 -3.44  0.000
H30 1.22 -2.53 -3.12  0.001
H31 2.49 -0.48 -3.55  0.004
H32 1.43 1.65 -3.58  -0.001
H33 -1.00 1.67 -3.90  0.002
C18 0.71 -2.96 2.98  0.001
C19 0.41 -1.57 2.45  0.008
N1 0.19 -0.59 3.37  0.004
O3 0.37 -1.42 1.21  0.092
H34 0.78 -2.97 4.09  0.000
H35 1.65 -3.37 2.57  0.000
H36 -0.10 -3.66 2.71  0.000
H37 -0.05 0.38 3.15  -0.001
H38 0.23 -0.81 4.37  0.000


Entry 3:
# C19H38NO3P3W

C19H38NO3P3W as an isolated structure at a distorted geometry (ωB97M-V with the def2-TZVPD basis set, OMol25).

Calculated values
DFT total energy = -2116.71819 hartree
net charge = +4
multiplicity = 3

Each line ends with the Löwdin spin population.
Cartesian coordinates (Å):
P1 -1.47 0.58 -2.03  0.057
C1 -2.89 1.84 -1.89  -0.004
H1 -3.49 1.87 -2.80  -0.001
H2 -2.50 2.85 -1.73  0.000
H3 -3.57 1.60 -1.06  0.000
C2 -0.77 1.46 -3.56  0.027
H4 -0.14 0.81 -4.15  0.001
H5 -0.20 2.33 -3.25  0.000
H6 -1.58 1.80 -4.21  0.003
C3 -2.61 -0.71 -2.84  0.008
H7 -3.06 -0.31 -3.75  0.001
H8 -3.42 -0.98 -2.16  0.000
H9 -2.08 -1.63 -3.10  0.000
P2 -0.69 -2.52 1.35  -0.004
C4 -2.11 -2.63 2.62  -0.004
H10 -2.07 -3.57 3.17  -0.001
H11 -3.08 -2.59 2.12  0.000
H12 -2.07 -1.82 3.34  0.000
C5 -1.26 -4.13 0.50  0.004
H13 -0.46 -4.59 -0.07  0.000
H14 -2.10 -3.92 -0.16  0.000
H15 -1.58 -4.86 1.24  0.000
C6 0.58 -3.20 2.60  0.011
H16 0.27 -4.17 2.98  0.001
H17 0.66 -2.52 3.45  0.000
H18 1.57 -3.31 2.17  0.000
P3 1.95 1.29 1.04  0.055
C7 1.71 2.49 2.51  -0.005
H19 2.56 3.17 2.60  -0.001
H20 1.63 1.95 3.45  0.000
H21 0.82 3.10 2.39  0.000
C8 3.58 0.65 1.77  0.010
H22 4.16 1.46 2.22  0.001
H23 4.21 0.19 1.01  0.000
H24 3.37 -0.09 2.55  0.000
C9 2.57 2.69 -0.08  0.025
H25 3.44 3.17 0.35  0.003
H26 1.80 3.44 -0.21  0.000
H27 2.85 2.33 -1.08  0.000
W1 -0.17 -0.14 0.21  1.452
C10 -2.32 -0.36 0.49  0.040
O1 -3.44 -0.45 0.64  0.033
C11 -0.24 0.06 2.38  0.042
O2 -0.30 0.17 3.51  0.033
C12 2.81 -1.92 -0.73  0.017
C13 2.94 -0.91 -1.62  0.046
C14 2.04 -0.67 -2.57  0.044
C15 1.19 -1.69 -2.86  0.039
C16 1.00 -2.71 -2.02  0.011
C17 1.95 -2.89 -1.07  0.006
H28 3.54 -2.11 0.04  0.000
H29 3.81 -0.27 -1.56  0.001
H30 2.19 0.16 -3.25  -0.001
H31 0.66 -1.68 -3.79  0.001
H32 0.30 -3.49 -2.29  0.000
H33 2.02 -3.84 -0.57  0.000
C18 -1.03 4.14 0.33  -0.001
C19 -1.18 2.69 0.71  0.007
N1 -2.05 2.37 1.70  0.004
O3 -0.47 1.86 0.11  0.039
H34 -1.73 4.79 0.91  0.000
H35 -1.23 4.30 -0.75  0.000
H36 -0.01 4.49 0.54  0.000
H37 -2.22 1.44 2.06  0.000
H38 -2.60 3.12 2.16  0.000


Entry 4:
# C19H39BBrN2O7PS

C19H39BBrN2O7PS as an isolated structure at a distorted geometry (ωB97M-V with the def2-TZVPD basis set, OMol25).

Calculated values
DFT total energy = -4722.03945 hartree

Each line ends with the Löwdin charge.
Cartesian coordinates (Å):
C1 3.37 1.69 1.40  -0.279
P1 2.11 0.40 1.79  0.864
O1 2.27 -0.69 0.51  -0.327
C2 0.40 1.09 1.54  -0.376
C3 0.27 2.38 0.87  -0.033
C4 -0.93 2.97 0.60  -0.043
B1 -0.90 4.37 -0.19  -0.563
O2 -0.44 5.55 0.38  0.155
O3 -1.32 4.33 -1.52  0.157
C5 -2.13 2.31 1.01  -0.319
N1 -3.39 2.76 0.85  -0.190
S1 -4.28 1.56 1.47  0.996
N2 -3.20 0.48 1.99  -0.226
C6 -2.00 1.02 1.68  -0.377
C7 -0.72 0.43 1.93  -0.603
Br1 -0.61 -1.27 2.81  0.762
H1 3.52 2.43 2.19  0.051
H2 4.32 1.14 1.26  0.009
H3 3.19 2.22 0.44  0.034
H4 2.31 -0.13 -0.28  0.034
H5 1.19 2.89 0.56  0.093
H6 0.44 5.70 0.01  0.113
H7 -0.87 3.57 -1.92  0.109
C8 2.80 -0.75 -4.39  -0.064
C9 1.47 -0.30 -3.80  -0.496
C10 0.44 -0.05 -4.90  -0.060
O4 1.66 0.90 -3.04  -0.071
H8 3.21 0.02 -5.05  0.081
H9 3.53 -0.91 -3.59  0.076
H10 2.69 -1.67 -4.96  0.081
H11 1.10 -1.06 -3.12  0.140
H12 0.77 0.74 -5.57  0.081
H13 -0.51 0.28 -4.46  0.078
H14 0.26 -0.95 -5.48  0.082
H15 1.99 1.58 -3.64  0.083
C11 -6.06 0.58 -3.39  -0.064
C12 -4.95 -0.42 -3.12  -0.499
C13 -5.38 -1.46 -2.11  -0.061
O5 -3.79 0.26 -2.65  -0.062
H16 -6.32 1.12 -2.48  0.080
H17 -5.73 1.33 -4.12  0.079
H18 -6.95 0.09 -3.78  0.079
H19 -4.66 -0.91 -4.06  0.137
H20 -5.63 -0.99 -1.15  0.076
H21 -4.57 -2.17 -1.92  0.081
H22 -6.25 -2.02 -2.45  0.080
H23 -4.03 0.70 -1.82  0.067
C14 7.32 -1.36 0.49  -0.060
C15 7.06 0.14 0.59  -0.493
C16 8.36 0.92 0.66  -0.064
O6 6.27 0.41 1.75  -0.079
H24 7.85 -1.71 1.37  0.082
H25 6.37 -1.90 0.44  0.081
H26 7.90 -1.60 -0.40  0.080
H27 6.48 0.47 -0.28  0.137
H28 8.93 0.64 1.55  0.082
H29 8.16 1.99 0.74  0.079
H30 8.98 0.75 -0.22  0.080
H31 6.76 0.13 2.52  0.095
C17 -5.09 -2.78 5.19  -0.065
C18 -4.23 -3.75 4.40  -0.497
C19 -2.82 -3.83 4.97  -0.071
O7 -4.18 -3.34 3.03  -0.065
H32 -4.67 -1.77 5.15  0.080
H33 -6.10 -2.72 4.77  0.077
H34 -5.17 -3.08 6.24  0.078
H35 -4.69 -4.74 4.41  0.136
H36 -2.33 -2.86 4.91  0.048
H37 -2.22 -4.53 4.38  0.080
H38 -2.83 -4.16 6.01  0.079
H39 -3.77 -2.46 3.00  0.058